ORCA calculation (wB97M-V/def2-TZVPD) on C24H47O7PtS2Sb2Si as an isolated structure.

Structure (XYZ):
```
84
Properties=species:S:1:pos:R:3:lowdin_charge:R:1
H 5.14783 1.05116 -4.05656 0.092
H 6.58886 -2.58308 1.48454 0.107
C 4.30770 0.40243 -3.80190 -0.016
H -2.97018 2.90599 1.87059 0.071
C -0.14727 5.69147 4.74456 -0.048
H 5.42391 3.91655 1.13138 0.080
O 0.27409 -0.10029 -0.76198 -0.532
H 4.19166 -3.54363 2.01090 0.106
H -2.67898 4.37081 0.84221 0.084
O -0.66505 -2.35520 -0.88472 -0.217
C 1.30825 -2.42520 3.96778 -0.323
C 6.83882 2.53793 0.26927 -0.633
C 6.12999 -1.71581 1.00673 -0.010
H 0.86690 -3.00709 4.78352 0.019
H -1.52162 6.25766 1.65048 0.125
H 1.72755 -3.11929 3.24838 0.004
H -1.77780 -3.35277 3.84310 0.016
H -0.15581 5.06119 -0.24368 0.015
Sb -0.59093 2.51450 0.61395 1.424
H 5.32647 -0.14875 3.11680 0.098
H 0.42220 6.22857 5.49143 0.118
C 5.90022 -1.43201 -3.19586 -0.016
C 0.52586 4.27067 0.08808 -0.350
H -0.23821 7.39204 3.39601 0.124
H 5.62559 3.43086 -1.29206 0.083
H 3.24788 -2.10388 -3.17674 0.102
O 5.98758 1.40245 0.56331 -0.139
C 4.73011 -1.50979 1.56599 -0.604
H 6.08767 -1.90549 -0.06937 0.080
H 5.63463 -2.00739 -4.08438 0.096
H 7.10046 4.50072 1.12704 0.094
H 3.82383 -2.13830 -1.50233 0.072
O 5.17013 0.15674 -1.60015 -0.127
C 4.71959 -0.59652 -2.73426 -0.632
C -0.52528 6.35592 3.53305 0.004
H 2.68175 -0.87360 -2.04116 0.064
O -1.67029 -0.67503 0.61680 -0.398
H 3.97605 -3.10116 0.30869 0.084
C -1.27210 3.70041 3.92897 -0.240
C -1.65064 4.38290 2.69704 -0.266
C -0.50867 4.41529 4.93050 -0.015
H -1.29649 1.94198 5.07347 0.093
H 6.74632 -0.78588 -3.43711 0.093
H 2.83461 -2.51582 1.51496 0.042
H 6.59905 3.25462 2.28682 0.091
H 2.08843 -1.78996 4.37315 -0.015
Pt 1.89138 0.12160 0.48078 0.725
C -1.53280 -2.97608 2.84695 -0.310
O 0.57807 -1.52365 1.11655 -0.709
H 6.77937 2.20806 -1.86659 0.083
Si 4.72548 0.71723 -0.17204 -0.144
H -2.48804 1.70269 -1.14007 0.015
C -1.59735 2.42824 4.14983 0.147
Sb -0.25682 -1.29072 3.06522 1.430
H -2.00547 3.37976 -1.53741 0.015
H 6.20477 -2.12942 -2.41184 0.081
C 8.26618 2.06446 0.47375 -0.023
H 3.78765 -0.96800 3.41963 0.060
H -0.24103 3.87870 5.83298 0.125
H 3.48604 1.02152 -3.43757 0.083
C 3.54591 -1.47766 -2.33445 -0.015
C 6.63267 3.02461 -1.15816 -0.030
H 3.98195 -0.11746 -4.70424 0.096
C 4.79054 -1.09605 3.02196 -0.005
H -2.16480 1.83334 3.44666 0.067
H -2.44441 -2.70250 2.32230 0.010
S 3.00465 1.95579 -0.18583 0.383
H 8.96481 2.89342 0.34256 0.093
C 6.46757 3.62121 1.26672 -0.025
O 4.07969 -0.41668 0.85227 -0.293
H 1.13840 4.61749 0.92035 0.007
C -2.30876 3.73117 1.63694 -0.218
H 1.19317 4.01462 -0.73427 -0.030
H -0.96894 2.00968 -1.98202 0.015
C -1.65544 2.39619 -1.22963 -0.301
H 8.51140 1.28189 -0.24801 0.094
H 7.34954 3.81467 -1.38605 0.098
H 6.75937 -0.84074 1.19000 0.087
S -0.50924 -1.21331 -0.06002 0.319
C 3.87971 -2.74190 1.33655 -0.016
H -1.00809 -3.75581 2.29587 0.030
H 5.30742 -1.85501 3.61424 0.104
H 8.38879 1.66274 1.48272 0.091
C -1.24072 5.72618 2.55231 -0.040
```

- orbital gap (alpha / beta) (Eh) = 0.2085 / 0.2086
- charge = +1

ORCA calculation (wB97M-V/def2-TZVPD) on the molecule C28H32N4O4.

Structure (XYZ):
```
68
Properties=species:S:1:pos:R:3:nbo_charge:R:1
H 2.84340 0.80020 -0.08618 0.248
C -1.49566 -0.18279 -0.88194 0.685
C 2.06333 -1.39186 3.20912 0.147
H 0.61064 -0.50138 4.56836 0.246
H -2.15235 -0.86364 4.02769 0.185
H -5.30513 -1.82927 2.21928 0.209
C -4.24647 -1.63156 2.39888 -0.394
C 0.49502 -3.09790 -4.34070 -0.251
H -4.55113 0.47378 2.70055 0.197
O 1.23290 -1.93692 -0.70163 -0.661
C 2.44624 1.69073 -2.54656 -0.261
H -0.83309 0.31747 2.26291 0.239
H 3.31172 -1.85910 1.09639 0.412
H 3.42549 5.48679 -3.18438 0.217
C -0.49779 -1.55579 -2.80179 -0.051
H 3.06587 -4.03070 4.64011 0.207
H 3.75310 -0.55130 -0.82896 0.227
H -2.50377 0.86815 4.02997 0.208
C 0.50274 2.50157 -1.39275 -0.272
H -3.83708 -2.48053 2.95280 0.189
C -2.60921 -0.05290 3.45350 -0.396
H -2.43266 -2.21222 -2.10883 0.199
C -0.48498 -0.24486 -2.05567 -0.148
O 2.82092 -2.51418 3.26411 -0.396
O -2.35534 0.67663 -0.86197 -0.643
N -1.63005 -3.57918 -3.38459 -0.409
C -1.89136 0.09328 2.11657 -0.427
H -4.59567 -0.47806 4.18838 0.203
C 2.54698 -3.11646 4.42759 0.117
C -2.03578 -1.19657 1.30618 -0.039
C -4.08684 -0.36121 3.22888 -0.396
N 2.98424 -0.90521 1.06703 -0.593
H -0.29536 5.56807 -1.98137 0.218
C 0.54784 -1.89928 -3.65234 -0.155
H 1.29615 -3.39404 -5.00039 0.217
C 0.02229 4.93697 -1.15216 -0.653
C 2.48985 5.47252 -2.63155 -0.634
H 1.39426 -1.23662 -3.76952 0.209
C -3.51689 -1.49865 1.06570 -0.415
C -1.57236 -2.43767 -2.72490 0.034
N -1.30213 -1.11902 0.05080 -0.627
O 1.43339 0.49579 1.94725 -0.619
H 0.57754 5.56228 -0.45386 0.219
C -0.61613 -3.90825 -4.16446 0.030
H 1.73360 5.99615 -3.21538 0.219
C 2.82371 2.99756 -2.79397 -0.192
C 1.62053 -2.41128 5.13650 -0.317
C 2.88123 -0.28066 -0.23180 -0.324
C 2.10657 -0.51574 2.03253 0.639
H -3.94797 -0.68259 0.48469 0.223
H -0.78415 0.54844 -2.75319 0.252
H 3.73073 3.18836 -3.34922 0.210
H 3.04836 0.87046 -2.90829 0.213
H -2.33672 0.91120 1.54949 0.220
H -0.85995 4.55260 -0.64873 0.226
C 0.87811 3.81239 -1.64329 0.098
C 1.28295 1.44097 -1.83181 0.219
C 1.30183 -1.28750 4.34570 -0.238
H 2.62694 6.02265 -1.70136 0.220
H -0.70572 -4.85878 -4.67349 0.191
H 1.21808 -2.66132 6.09634 0.234
N 0.86131 0.10701 -1.58761 -0.465
C 1.59012 -0.78054 -0.88968 0.706
H -0.53737 -1.76756 -0.09267 0.439
H -0.40499 2.29941 -0.84575 0.240
H -1.58751 -2.02405 1.86790 0.196
H -3.61455 -2.42121 0.48846 0.206
C 2.05817 4.06695 -2.35094 -0.035
```

- SMILES string = Cc1ccc(N(C(=O)CNC(=O)c2ccco2)[C@H](C(=O)NC2CCCCC2)c2cccnc2)cc1C
- orbital gap (Eh) = 0.3465
- charge = 0